No. 1
Below is a cluster of 4 separate species, C36H53BFN7O13S4 in total, with properties calculated with wB97M-V/def2-TZVPD.

Geometry (Å):
C: -2.132 -7.318 -3.515
C: -2.026 -5.921 -4.251
C: -3.273 -4.989 -4.153
N: -0.914 -5.665 -4.862
C: -0.468 -4.304 -4.694
C: -0.524 -3.334 -5.867
C: -1.134 -3.938 -7.187
O: -0.604 -4.933 -7.618
N: -2.273 -3.365 -7.883
C: -3.253 -2.864 -6.961
O: -4.276 -3.460 -6.791
F: -3.088 -1.706 -6.251
C: -0.045 -1.971 -5.749
B: -0.131 -0.979 -7.016
O: -0.349 0.429 -6.864
N: -0.027 -1.482 -8.421
C: -0.901 -0.639 -9.270
C: 1.372 -1.464 -8.899
C: 0.512 -1.497 -4.426
N: 0.973 -0.192 -4.370
C: 1.416 0.167 -3.142
C: 1.407 -0.766 -1.987
C: 1.911 -0.194 -0.602
C: 0.655 -0.262 0.356
C: -0.609 0.413 0.043
C: -1.820 0.306 0.954
C: -1.790 -0.443 2.207
C: -0.500 -1.103 2.536
C: 0.673 -1.019 1.640
C: 1.987 -1.784 2.048
N: 1.012 -2.061 -1.988
C: 0.562 -2.385 -3.257
C: 0.073 -3.802 -3.452
C: 0.152 -4.798 -2.242
C: 1.257 -5.922 -2.517
S: 2.958 -5.342 -2.090
C: 3.117 -5.621 -0.304
N: 4.158 -6.193 0.351
N: 3.824 -6.145 1.665
C: 2.608 -5.582 1.851
O: 2.134 -5.257 0.591
H: -3.045 -7.876 -3.866
H: -2.160 -7.072 -2.422
H: -1.226 -7.946 -3.722
H: -3.974 -5.239 -4.992
H: -3.803 -5.248 -3.187
H: -3.025 -3.901 -4.102
H: -2.706 -4.148 -8.391
H: 0.492 0.888 -7.058
H: -0.396 0.348 -9.503
H: -1.876 -0.374 -8.772
H: -1.185 -1.142 -10.242
H: 1.416 -2.148 -9.802
H: 2.099 -1.901 -8.161
H: 1.724 -0.453 -9.257
H: 1.797 1.212 -3.022
H: 2.159 0.902 -0.710
H: 2.768 -0.772 -0.185
H: -0.701 0.991 -0.910
H: -2.774 0.804 0.665
H: -2.693 -0.514 2.850
H: -0.440 -1.675 3.493
H: 2.779 -1.098 2.454
H: 1.767 -2.625 2.759
H: 2.365 -2.263 1.096
H: 0.371 -4.290 -1.270
H: -0.813 -5.360 -2.094
H: 1.207 -6.250 -3.595
H: 0.976 -6.799 -1.865
H: 2.083 -5.415 2.818
O: -0.804 3.130 3.403
S: -0.091 3.872 2.400
O: 1.231 3.506 1.989
O: -0.075 5.425 2.813
C: 0.405 5.780 4.117
C: 1.919 5.755 4.186
C: -1.108 4.004 0.964
H: -0.037 5.133 4.879
H: 0.053 6.794 4.312
H: 2.299 4.736 4.091
H: 2.267 6.155 5.138
H: 2.354 6.340 3.374
H: -2.100 4.336 1.263
H: -1.163 3.017 0.507
H: -0.651 4.711 0.274
O: 4.013 4.707 8.492
S: 4.527 5.853 7.802
O: 4.176 6.131 6.439
O: 6.127 5.868 7.936
C: 6.855 4.698 7.543
C: 6.988 4.599 6.036
C: 4.214 7.295 8.772
H: 6.392 3.799 7.960
H: 7.848 4.784 7.988
H: 6.020 4.415 5.567
H: 7.657 3.780 5.763
H: 7.377 5.530 5.620
H: 4.532 7.107 9.795
H: 3.142 7.490 8.741
H: 4.758 8.134 8.342
O: -4.855 3.546 2.733
S: -4.617 2.812 3.944
O: -4.353 1.402 3.927
O: -5.825 3.096 4.969
C: -7.166 2.876 4.519
C: -7.524 1.402 4.516
C: -3.347 3.617 4.863
H: -7.319 3.322 3.533
H: -7.819 3.404 5.215
H: -6.954 0.861 3.759
H: -8.585 1.265 4.302
H: -7.294 0.947 5.481
H: -3.577 4.680 4.925
H: -2.406 3.463 4.328
H: -3.291 3.172 5.855

SMILES ... CC(C)=Nc1c(C(=O)NC(=O)F)c(B(O)N(C)C)c2ncc(Cc3ccccc3C)nc2c1CCSc1nnco1.CCOS(C)(=O)=O.CCOS(C)(=O)=O.CCOS(C)(=O)=O
Charge ... 0
Spin multiplicity ... 1
HOMO-LUMO gap ... 0.28358 Ha


No. 2
Below is a structure of composition C36H53ClIrN6O4PS2, with properties calculated with wB97M-V/def2-TZVPD.

Geometry (Å):
Ir: 0.021 -0.778 -0.135
O: 4.783 -0.955 -0.605
C: 5.066 -1.491 0.568
C: 6.393 -1.970 0.776
C: 6.771 -2.278 2.069
C: 5.842 -2.231 3.130
C: 4.483 -1.927 2.916
C: 4.088 -1.580 1.599
C: 2.698 -1.285 1.175
O: 2.449 -0.814 -0.023
N: 1.777 -1.507 2.060
N: 0.497 -1.225 1.694
C: -0.236 -0.873 2.820
S: 0.502 -0.402 4.405
C: -1.091 -0.126 5.359
C: -2.374 -0.156 4.540
S: -2.031 -0.798 2.796
H: 3.739 -0.751 -0.597
H: 7.019 -2.127 -0.113
H: 7.791 -2.581 2.207
H: 6.167 -2.289 4.179
H: 3.764 -2.111 3.747
H: -0.996 0.869 5.763
H: -1.233 -0.883 6.121
H: -2.715 0.889 4.389
H: -3.197 -0.782 4.914
Cl: -4.771 0.380 -7.211
C: -3.839 -0.022 -5.809
C: -2.583 0.507 -5.554
C: -1.849 0.223 -4.402
C: -2.527 -0.477 -3.416
C: -3.774 -1.048 -3.599
C: -4.442 -0.763 -4.798
C: -1.899 -0.776 -2.144
O: -2.532 -1.275 -1.170
O: -0.588 -0.445 -2.084
H: -2.161 1.166 -6.343
H: -0.813 0.639 -4.251
H: -4.244 -1.693 -2.812
H: -5.450 -1.158 -4.968
C: 0.875 4.894 1.842
C: 1.238 3.412 1.569
C: 1.095 2.532 2.803
C: 2.651 3.139 1.024
P: -0.088 2.627 0.289
N: -0.210 1.100 0.251
C: -1.833 3.292 0.638
C: -2.131 2.979 2.126
C: -2.740 2.484 -0.237
C: -2.033 4.812 0.398
C: 0.519 3.285 -1.461
C: 1.050 4.797 -1.426
C: -0.666 3.116 -2.460
C: 1.735 2.377 -1.915
H: 1.770 5.425 2.249
H: 0.123 5.028 2.647
H: 0.638 5.487 0.934
H: 2.050 2.596 3.333
H: 0.990 1.473 2.426
H: 0.215 2.631 3.452
H: 3.340 3.019 1.844
H: 3.059 3.912 0.252
H: 2.572 2.169 0.530
H: -1.921 1.867 2.248
H: -3.158 3.245 2.364
H: -1.529 3.560 2.803
H: -2.460 1.365 -0.279
H: -2.840 2.892 -1.290
H: -3.730 2.565 0.242
H: -1.446 5.449 1.077
H: -3.103 5.060 0.432
H: -1.701 5.144 -0.560
H: 0.353 5.472 -0.988
H: 1.228 5.116 -2.507
H: 1.971 4.887 -0.921
H: -1.612 3.681 -2.290
H: -0.979 2.043 -2.464
H: -0.427 3.415 -3.482
H: 1.800 1.542 -1.175
H: 2.681 2.959 -1.948
H: 1.380 1.965 -2.908
C: -2.722 -5.416 0.496
C: -2.030 -4.561 1.555
N: -0.867 -3.807 1.032
C: -0.400 -3.891 -0.199
N: 0.372 -2.809 -0.636
C: 1.290 -3.125 -1.769
C: 0.789 -4.156 -2.861
C: -0.620 -4.732 -2.473
N: -0.769 -4.934 -0.979
C: -1.682 -5.923 -0.491
H: -3.480 -4.786 -0.006
H: -3.190 -6.268 0.905
H: -1.756 -5.273 2.370
H: -2.670 -3.807 2.011
H: -0.235 -3.365 1.650
H: 2.269 -3.453 -1.360
H: 1.569 -2.137 -2.241
H: 1.494 -4.941 -2.869
H: 0.749 -3.620 -3.845
H: -0.797 -5.737 -2.934
H: -1.372 -3.955 -2.746
H: -1.122 -6.728 0.073
H: -2.053 -6.485 -1.344

⟨S²⟩ ... 6.022
Charge ... 0
Spin multiplicity ... 5
HOMO-LUMO gap (alpha / beta) ... 0.20117 / 0.19949 Ha


No. 3
Below is a cluster of 9 separate species, C36H53F15N4O10 in total, with properties calculated with wB97M-V/def2-TZVPD.

Geometry (Å):
C: -4.069 -4.597 -5.063
C: -2.809 -4.412 -4.266
C: -2.671 -3.235 -3.341
C: -2.660 -2.007 -4.027
N: -2.744 -0.983 -4.508
H: -4.020 -5.592 -5.394
H: -4.090 -3.966 -5.956
H: -5.040 -4.412 -4.501
H: -1.972 -4.396 -4.976
H: -2.642 -5.282 -3.621
H: -1.773 -3.183 -2.755
H: -3.530 -3.273 -2.551
C: -3.205 4.074 4.572
C: -3.094 4.570 3.136
C: -2.895 3.422 2.184
C: -1.654 2.664 2.225
N: -0.728 2.007 2.152
H: -3.863 3.183 4.769
H: -3.464 4.880 5.264
H: -2.154 3.724 4.859
H: -2.194 5.299 3.105
H: -3.970 5.169 2.811
H: -3.062 3.703 1.118
H: -3.599 2.662 2.505
C: 7.166 -0.915 -0.521
C: 7.037 -0.656 -1.990
C: 5.619 -0.247 -2.325
C: 4.506 -1.031 -1.907
N: 3.620 -1.619 -1.454
H: 6.377 -1.662 -0.332
H: 6.865 -0.034 -0.001
H: 8.079 -1.331 -0.198
H: 7.342 -1.585 -2.530
H: 7.679 0.175 -2.317
H: 5.468 0.127 -3.317
H: 5.510 0.719 -1.787
C: 1.006 -3.062 -0.111
C: 1.283 -1.714 0.567
C: 0.670 -0.530 -0.142
C: -0.766 -0.460 -0.074
N: -1.909 -0.429 0.025
H: -0.001 -3.437 -0.009
H: 1.612 -3.846 0.408
H: 1.325 -3.006 -1.170
H: 2.339 -1.628 0.706
H: 0.843 -1.733 1.542
H: 1.033 -0.532 -1.192
H: 0.958 0.420 0.353
C: 8.147 2.021 3.903
C: 7.476 2.350 2.571
O: 6.149 2.880 2.879
C: 5.271 2.792 1.942
O: 5.434 2.199 0.909
C: 3.994 3.526 2.306
F: 3.980 4.672 1.595
F: 2.946 2.750 1.957
F: 3.876 3.846 3.627
H: 9.062 1.448 3.759
H: 7.450 1.481 4.548
H: 8.375 2.910 4.512
H: 7.318 1.468 1.970
H: 8.043 3.107 1.954
C: -1.306 -1.570 3.483
C: -1.553 -2.970 2.925
O: -2.023 -3.872 3.893
C: -2.944 -4.706 3.513
O: -3.477 -4.764 2.449
C: -3.343 -5.691 4.646
F: -2.249 -6.382 5.057
F: -3.915 -5.042 5.714
F: -4.248 -6.551 4.133
H: -0.457 -1.493 4.190
H: -2.144 -1.322 4.080
H: -1.306 -0.780 2.665
H: -0.603 -3.368 2.567
H: -2.287 -2.852 2.127
C: -1.837 2.325 -3.849
C: -2.548 2.402 -2.525
O: -2.310 3.610 -1.688
C: -1.131 3.588 -1.127
O: -0.353 2.703 -0.984
C: -0.722 5.021 -0.606
F: -1.623 5.676 0.161
F: 0.368 4.868 0.183
F: -0.304 5.801 -1.631
H: -2.245 1.518 -4.426
H: -0.830 2.050 -3.642
H: -1.943 3.245 -4.447
H: -2.483 1.537 -1.853
H: -3.602 2.543 -2.618
C: 2.840 2.343 -1.081
C: 2.743 3.188 -2.311
O: 3.194 2.523 -3.522
C: 2.266 1.636 -3.986
O: 1.302 1.346 -3.367
C: 2.577 1.027 -5.445
F: 3.161 1.904 -6.302
F: 3.395 -0.029 -5.356
F: 1.451 0.675 -5.982
H: 3.869 2.402 -0.666
H: 2.604 1.352 -1.336
H: 2.102 2.694 -0.328
H: 3.368 4.078 -2.337
H: 1.710 3.480 -2.594
C: -5.074 -0.451 1.852
C: -4.775 -1.795 1.328
O: -6.049 -2.467 1.251
C: -6.188 -3.352 0.301
O: -5.353 -3.575 -0.548
C: -7.491 -4.169 0.365
F: -8.229 -3.850 -0.734
F: -7.279 -5.476 0.403
F: -8.211 -3.886 1.494
H: -4.075 0.077 1.931
H: -5.630 -0.525 2.786
H: -5.662 0.011 1.070
H: -4.126 -2.328 1.981
H: -4.299 -1.811 0.346

SMILES ... CCOC(=O)C(F)(F)F.CCOC(=O)C(F)(F)F.CCOC(=O)C(F)(F)F.CCOC(=O)C(F)(F)F.CCOC(=O)C(F)(F)F.CCCC#N.CCCC#N.CCCC#N.CCCC#N
Charge ... 0
Spin multiplicity ... 1
HOMO-LUMO gap ... 0.41797 Ha


No. 4
Below is a structure of composition C36H53InN2O4SSi, with properties calculated with wB97M-V/def2-TZVPD.

Geometry (Å):
In: -0.790 0.056 -0.004
C: -1.599 1.511 3.446
C: -2.644 2.083 2.674
C: -3.093 1.150 1.779
C: -2.300 -0.043 1.946
C: -1.414 0.222 3.033
H: -1.065 2.015 4.236
H: -3.031 3.082 2.801
H: -3.932 1.247 1.100
H: -2.679 -1.038 1.769
H: -0.750 -0.518 3.450
O: 2.359 1.288 -1.454
H: 2.691 0.921 -0.629
H: 1.434 1.516 -1.299
O: 0.448 2.031 0.877
C: 1.263 1.274 1.425
N: 2.320 1.683 2.167
C: 2.975 0.538 2.770
C: 2.164 -0.618 2.094
O: 2.385 -1.796 2.240
N: 1.234 -0.062 1.293
C: 4.407 0.319 2.345
C: 5.067 -0.781 2.885
C: 6.362 -1.073 2.507
C: 7.018 -0.264 1.594
C: 6.368 0.834 1.059
C: 5.062 1.123 1.423
C: 2.854 0.575 4.281
C: 1.746 0.033 4.914
C: 1.628 0.068 6.292
C: 2.626 0.647 7.056
C: 3.730 1.203 6.433
C: 3.843 1.178 5.054
H: 2.368 2.605 2.569
H: 4.548 -1.413 3.589
H: 6.863 -1.935 2.925
H: 8.030 -0.494 1.295
H: 6.880 1.472 0.353
H: 4.556 1.974 0.991
H: 0.980 -0.435 4.321
H: 0.758 -0.365 6.764
H: 2.546 0.655 8.133
H: 4.511 1.655 7.027
H: 4.710 1.611 4.577
O: -0.655 1.913 -1.679
S: -0.584 3.380 -1.394
C: -1.481 4.078 -2.862
C: -2.598 4.957 -2.334
C: -3.174 4.198 -1.142
C: -1.988 3.786 -0.281
H: -1.871 3.203 -3.379
H: -0.769 4.596 -3.499
H: -3.353 5.142 -3.102
H: -2.199 5.919 -2.007
H: -3.710 3.316 -1.501
H: -3.884 4.808 -0.581
H: -2.176 2.916 0.354
H: -1.643 4.609 0.347
C: -3.487 0.301 -2.454
C: -2.614 -0.643 -3.284
C: -1.847 0.234 -4.274
C: -3.507 -1.587 -4.092
Si: -1.367 -1.630 -2.100
C: 0.280 -2.254 -2.991
C: 1.086 -3.143 -2.044
C: 1.189 -1.087 -3.376
C: -0.040 -3.054 -4.257
C: -2.297 -3.038 -1.059
C: -1.469 -3.432 0.168
C: -3.642 -2.521 -0.543
C: -2.561 -4.300 -1.884
H: -4.095 0.923 -3.113
H: -2.860 0.955 -1.851
H: -4.162 -0.233 -1.793
H: -2.548 0.854 -4.839
H: -1.297 -0.366 -4.993
H: -1.160 0.885 -3.741
H: -4.124 -1.017 -4.789
H: -4.176 -2.154 -3.451
H: -2.910 -2.287 -4.671
H: 1.250 -2.653 -1.084
H: 2.064 -3.348 -2.477
H: 0.599 -4.099 -1.880
H: 1.474 -0.503 -2.505
H: 0.731 -0.422 -4.100
H: 2.105 -1.475 -3.823
H: -0.715 -3.878 -4.054
H: 0.877 -3.471 -4.673
H: -0.491 -2.423 -5.017
H: -1.106 -2.558 0.711
H: -0.611 -4.040 -0.098
H: -2.083 -4.016 0.855
H: -3.515 -1.581 -0.010
H: -4.079 -3.244 0.147
H: -4.353 -2.372 -1.353
H: -1.633 -4.783 -2.172
H: -3.128 -4.081 -2.783
H: -3.136 -5.017 -1.297

Charge ... 0
Spin multiplicity ... 1
HOMO-LUMO gap ... 0.29104 Ha


Calculated total energy: -121969.824, -101638.675, -105388.662, -73250.242 (eV)
Energy above the lowest of the compared OMol25 structures with the same formula, charge and spin: 0.0, 18.9, 26.3, 15.6 (kcal per mole)